This record from the OMol25 dataset describes a molecular structure, C16H31N2SSm. The level of theory is wB97M-V/def2-TZVPD.

```
51
Properties=species:S:1:pos:R:3:forces:R:3:lowdin_spin:R:1
C 0.188 2.112 -1.449 0.413 -1.048 0.634 -0.12
H 0.737 2.573 -0.597 0.127 0.346 -0.026 -0.01
H 0.851 2.152 -2.323 -0.001 -0.047 0.197 0.00
H 0.800 -1.780 1.650 -0.630 0.267 0.915 0.00
C -1.122 2.832 -1.698 -0.436 0.159 0.166 -0.02
H -1.855 2.141 -2.144 0.151 0.198 0.016 0.00
H -1.549 3.132 -0.727 -0.047 -0.082 -0.197 0.00
C -1.035 4.085 -2.585 -0.068 -0.066 0.189 -0.01
H -2.032 4.527 -2.696 0.214 -0.036 -0.066 0.00
H -0.380 4.839 -2.135 -0.058 -0.130 -0.097 0.00
H -0.649 3.842 -3.581 -0.051 0.027 0.149 0.00
C -0.515 -2.189 -0.829 0.616 0.199 -1.077 -0.02
C -1.116 -1.188 -1.669 1.262 -0.758 -0.520 -0.02
C -0.081 -0.635 -2.495 -0.042 -0.723 0.180 -0.01
C 1.186 -1.160 -2.053 -1.300 -0.919 -0.006 -0.01
C 0.909 -2.156 -1.044 -0.919 0.026 -1.099 -0.01
C 1.900 -3.077 -0.425 0.280 -0.205 0.042 0.00
C 2.520 -0.724 -2.559 0.257 -0.130 -0.049 0.00
C -0.326 0.124 -3.753 -0.111 0.349 -0.145 0.00
C -2.558 -0.822 -1.721 -0.371 0.027 0.036 0.00
C -1.286 -3.240 -0.103 -0.295 -0.193 0.356 0.00
Sm 0.352 0.045 -0.132 0.047 3.558 0.159 5.24
H 3.291 -1.454 -2.286 -0.095 0.242 -0.207 0.00
H 2.485 -0.641 -3.655 0.165 0.042 0.350 0.00
H 2.838 0.261 -2.167 -0.108 -0.194 -0.151 0.00
H 2.917 -2.809 -0.730 -0.167 -0.181 0.179 0.00
H 1.857 -3.055 0.673 0.210 -0.226 0.028 0.00
H 1.713 -4.119 -0.731 0.111 0.318 0.144 0.00
H -2.108 -2.805 0.480 0.048 -0.233 -0.078 0.00
H -1.747 -3.944 -0.817 0.229 0.241 0.236 0.00
H -0.655 -3.829 0.571 -0.096 0.013 -0.070 0.00
H -2.712 0.260 -1.577 -0.005 -0.281 -0.114 0.00
H -2.990 -1.085 -2.698 0.018 0.094 0.284 0.00
H -3.118 -1.349 -0.939 -0.010 0.094 -0.277 0.00
H -0.515 1.187 -3.578 -0.011 -0.242 -0.237 0.00
H 0.536 0.033 -4.422 -0.238 0.068 0.072 0.00
H -1.206 -0.299 -4.258 0.271 0.127 0.036 0.00
C 1.454 1.765 3.981 0.385 0.363 0.335 0.00
N 1.127 0.538 3.252 -0.424 -1.180 -0.141 0.00
C 0.045 -0.225 3.458 0.234 1.004 0.652 0.00
S -0.400 -1.481 2.298 0.041 -0.698 -0.227 -0.01
N -0.833 -0.017 4.449 0.626 -1.201 -1.528 0.00
C -0.483 0.394 5.812 -0.017 0.682 0.661 0.00
H 0.544 2.338 4.193 0.240 -0.231 -0.180 0.00
H 2.106 2.366 3.340 -0.141 -0.115 0.162 0.00
H 1.982 1.537 4.916 -0.138 0.156 -0.290 0.00
H 1.840 0.114 2.651 -0.214 0.432 0.551 0.00
H -1.668 -0.598 4.355 0.239 0.312 0.300 0.00
H -0.531 1.482 5.911 -0.049 -0.234 0.095 0.00
H -1.226 -0.046 6.481 0.178 0.062 -0.124 0.00
H 0.515 0.047 6.105 -0.318 -0.050 -0.216 0.00
```
Forces are in eV/Å.

Results
- Kohn-Sham gap (alpha / beta) (eV) = 6.01 / 6.02
- largest force on an atom (hartree/bohr) = 0.069
- LUMO level (alpha / beta) (hartree) = -0.2777 / -0.2769
- multiplicity = 6
- HOMO (alpha / beta) (eV) = -13.569 / -13.551
- charge = +2